# C15H33NO8S3

C15H33NO8S3 as an isolated structure in a non-equilibrium geometry (ωB97M-V/def2-TZVPD, the Open Molecules 2025 dataset).

Last column: Mulliken charge in e.
Cartesian coordinates (Å):
1 C -3.2579 2.8550 0.6877  -1.0744
2 C -2.5639 3.4530 1.8617  0.7698
3 O -3.1189 4.2840 2.6227  -0.5707
4 N -1.1269 2.9930 2.1107  0.5677
5 H -1.1089 2.0650 1.7477  -0.0637
6 H -0.3969 3.3810 1.2877  0.3891
7 C -0.4999 3.2750 3.3767  -0.8610
8 H -3.2569 1.7930 0.6777  0.3122
9 H -2.7769 3.0990 -0.1323  0.3882
10 H -4.3659 3.3080 0.5897  0.2867
11 H 0.5601 2.8680 3.4317  0.2972
12 H -1.0669 2.8870 4.5047  0.2474
13 H -0.3009 4.2960 3.3987  0.4402
14 O -0.9989 0.6210 1.4377  -0.9701
15 H -1.0659 -0.2120 1.0507  -0.0197
16 C 2.1751 -2.9090 0.5217  -0.5332
17 C 2.4791 -4.2620 1.1067  -0.6972
18 C 1.3521 -4.6300 1.9597  -0.7915
19 S 0.5361 -3.2300 2.4017  1.1129
20 O 0.6621 -3.1300 3.8857  -0.7595
21 O -0.7459 -3.1870 1.7907  -0.6144
22 C 1.6681 -2.0780 1.7097  -0.6528
23 H 1.7211 -2.7950 -0.3463  0.4684
24 H 3.1281 -2.3950 0.2237  0.2510
25 H 3.5941 -4.4460 1.6157  0.2092
26 H 2.4171 -5.0860 0.4447  0.2965
27 H 1.5471 -4.9260 2.9437  0.3625
28 H 0.8081 -5.3130 1.4797  0.5157
29 H 2.5161 -1.9710 2.2327  0.4828
30 H 1.4081 -1.1110 1.3727  0.3146
31 C 3.2321 2.3630 -0.2953  -0.4179
32 C 2.5561 1.2850 -1.1013  -0.9938
33 C 1.2451 1.5660 -1.2893  0.9067
34 S 1.0191 3.2820 -1.1473  1.1758
35 O 0.1241 3.7380 -0.1603  -0.7811
36 O 0.8101 3.8020 -2.4663  -0.7961
37 C 2.6251 3.5980 -0.8283  -0.7252
38 H 4.4511 2.4330 -0.3153  0.3105
39 H 2.9711 2.2810 1.0377  0.1824
40 H 2.8241 0.3520 -0.6593  0.1917
41 H 3.0341 1.1500 -1.9873  0.4699
42 H 0.6481 1.0560 -0.5373  -0.3031
43 H 0.7401 1.1520 -2.2323  0.0034
44 H 2.6411 4.4780 -0.0413  0.3352
45 H 2.8921 3.9150 -1.8753  0.3484
46 C -2.1389 -0.6610 -3.1283  -0.4888
47 C -2.5069 -0.8600 -1.7613  0.5746
48 C -2.4469 -2.2130 -1.4203  -1.1012
49 S -1.3409 -2.9460 -2.6083  1.0743
50 O -1.6729 -4.2640 -2.7813  -0.7309
51 O -0.0119 -2.4990 -2.3073  -0.5769
52 C -2.0289 -2.0160 -3.8953  -0.6534
53 H -1.0509 -0.4210 -3.0553  -0.0093
54 H -2.9329 0.1400 -3.4993  0.3764
55 H -3.6269 -0.7060 -1.8623  0.2471
56 H -2.0669 -0.1660 -1.0333  -0.3993
57 H -3.3729 -2.6240 -1.4363  0.4828
58 H -2.2199 -2.4710 -0.4703  0.5131
59 H -3.0979 -2.2500 -4.1343  0.2856
60 H -1.2169 -1.9880 -4.7043  0.3951

Results
Energy above the lowest of the compared OMol25 structures with the same formula, charge and spin   55.1 kcal/mol
Maximum force   8.3 eV/Å
DFT total energy   -66454.5649 eV
HOMO level   -0.301 Eh
Spin multiplicity   1
LUMO energy   0.14 eV
Kohn-Sham gap   8.335 eV